1.
Below is C24H26FN5O3 in the gas phase, with properties calculated with the ωB97M-V functional and the def2-TZVPD basis.

Calculated values
* SMILES: O=C(NCc1ccncc1)C(=O)NC[C@H](c1ccco1)N1CCN(c2ccc(F)cc2)CC1
* LUMO level: 0.69 eV
* Kohn-Sham gap: 8.35 eV
* multiplicity: 1

Each line ends with the Löwdin charge.
CARTESIAN COORDINATES (ANGSTROEM)
F -5.3218 -3.4744 -1.8031  0.0476
O 1.3278 0.6026 2.8760  0.0570
O 4.0992 1.9714 -1.1540  0.0291
O 0.5030 3.0739 0.5522  0.0695
N -0.7484 2.1068 2.1943  0.0794
N 2.6895 1.7160 1.4161  0.0936
N -0.2704 -1.5207 -0.7179  -0.0916
N 2.2677 -0.4581 -0.0811  -0.1256
N -5.0937 -0.2542 1.0614  0.0682
C 0.4040 -1.8604 0.5186  -0.1352
C -3.0805 1.6081 1.5622  -0.1909
C -1.5627 -1.9757 -0.9441  -0.2367
C 4.7271 2.3705 -2.2730  -0.1062
C -4.0954 -2.9805 -1.5168  -0.2888
C -3.1289 -3.8253 -1.0017  -0.0131
C 1.5225 1.4413 2.0101  -0.4107
C -2.8385 0.2444 1.6576  -0.0137
C 5.3032 1.3134 -2.9024  -0.0510
C 5.0060 0.1801 -2.1061  -0.0125
C 4.2695 0.6337 -1.0510  -0.2658
C 3.6727 -0.1020 0.1059  -0.2033
C -2.5690 -1.1506 -1.4591  -0.0369
C -2.0312 2.6542 1.8480  -0.1148
C 3.7606 0.7596 1.3997  -0.0897
C -4.3624 2.0109 1.1974  -0.0264
C 0.3772 2.3221 1.5031  -0.4150
C 1.6371 -0.1395 -1.3413  -0.1401
C 0.1167 -0.2086 -1.1820  -0.1387
C -3.8782 -0.6382 1.4005  -0.1505
C -1.8745 -3.3237 -0.7246  -0.0211
C -5.3232 1.0440 0.9569  -0.1450
C 1.9171 -1.7992 0.3266  -0.1493
C -3.8252 -1.6474 -1.7505  -0.0204
H -2.3860 -0.1009 -1.6221  0.1056
H -1.8753 3.2760 0.9591  0.1345
H -0.3338 -0.0243 -2.1580  0.1260
H -0.6719 1.4550 2.9668  0.1398
H 2.2287 -2.5491 -0.4223  0.1314
H -6.3299 1.3189 0.6708  0.1043
H 4.7254 1.2676 1.4554  0.1307
H -3.7256 -1.7067 1.4725  0.1111
H 3.6265 0.1216 2.2755  0.1234
H 0.1123 -2.8553 0.8489  0.1134
H 0.1444 -1.1400 1.3096  0.1085
H -3.3602 -4.8653 -0.8328  0.1170
H 2.4006 -2.0212 1.2791  0.1277
H 1.9468 -0.8354 -2.1416  0.1339
H 4.2753 -1.0102 0.2491  0.1558
H -2.3915 3.3043 2.6563  0.1380
H -4.5972 -1.0037 -2.1408  0.1204
H 4.6922 3.4158 -2.5063  0.1222
H -1.8663 -0.1390 1.9241  0.0955
H 1.8957 0.8766 -1.6391  0.1266
H 5.8686 1.3314 -3.8109  0.1017
H -0.2018 0.5807 -0.4837  0.1187
H -4.6011 3.0598 1.1063  0.1119
H -1.1187 -3.9975 -0.3524  0.1060
H 2.6418 2.3785 0.6495  0.1307
H 5.3037 -0.8317 -2.2910  0.1137

2.
Below is a molecular structure, C24H26IN3OsS2Si, with properties calculated with the ωB97M-V functional and the def2-TZVPD basis.

Calculated values
* LUMO level (spin up / spin down): -8.04 / -8.04 eV
* Kohn-Sham gap (spin up / spin down): 6.00 / 6.00 eV
* net charge: +2
* multiplicity: 1

Each line ends with the Löwdin charge.
CARTESIAN COORDINATES (ANGSTROEM)
Os -0.0489 -0.0249 0.0034  0.7504
I -0.0437 -0.1581 2.6744  1.1152
S 2.3865 0.2172 -0.4654  0.6869
S -1.4278 2.0213 -0.0715  0.6587
Si 4.3017 0.0668 -3.5378  0.5493
N 0.6848 3.5983 0.3185  0.1360
N 0.3643 0.0204 -1.9777  -0.2160
N 0.2615 3.0007 -1.8863  0.1385
C 1.5705 0.1227 -4.4242  -0.0545
C -1.7120 -2.4534 3.7733  -0.0956
C -1.1932 -1.7152 0.0989  -0.2662
C 4.6520 -1.4492 -4.5942  -0.1591
C -0.0434 2.9223 -0.6119  -0.7585
C 1.2739 3.7853 -2.2828  -0.2417
C -2.9095 -4.0744 2.4760  0.0138
C -2.4674 -3.4700 1.2796  -0.1440
C 5.2860 0.0060 -1.9401  -0.2022
C 1.7099 0.0851 -2.0754  -0.7150
C 0.1856 0.1868 -4.3252  -0.0209
C 4.6642 1.6532 -4.4900  -0.1642
C 1.7573 4.3551 -0.0119  -0.2220
C 1.4929 3.8946 -3.7459  0.0142
C -1.5805 -2.2952 -1.1061  -0.0602
C 2.0619 4.4672 -1.3466  0.0811
C -0.3910 0.1302 -3.0754  -0.1282
C -2.4148 -3.4151 -1.1469  -0.0264
C -1.6272 -2.3208 1.3266  -0.2441
C -1.2954 -1.8709 2.6085  -0.5554
C 2.3888 0.1011 -3.2912  -0.2174
C -2.8513 -3.9881 0.0206  0.0468
C -2.5431 -3.5810 3.6991  -0.0282
C 2.5245 4.9921 1.0900  0.0227
H 0.5967 4.3278 -4.1959  0.1132
H 5.7144 -1.4949 -4.8384  0.0450
H 3.3456 5.5844 0.6978  0.1016
H -1.4158 -2.0604 4.7363  0.1149
H 4.1044 1.6955 -5.4261  0.0356
H 5.7255 1.7086 -4.7379  0.0443
H 4.3902 -2.3671 -4.0655  0.0413
H -1.4630 0.1744 -2.9345  0.1262
H 2.8899 5.0842 -1.6630  0.1413
H -1.2408 -1.8989 -2.0504  0.0823
H -2.7032 -3.8245 -2.1051  0.1245
H 1.6063 2.9009 -4.1818  0.0759
H -3.4979 -4.8567 -0.0058  0.1379
H 2.9319 4.2279 1.7556  0.1079
H 2.3516 4.5128 -3.9943  0.0956
H 6.3510 -0.0072 -2.1805  0.0478
H -0.4335 0.2565 -5.2080  0.1248
H 1.8806 5.6398 1.6888  0.1115
H -2.8884 -4.0479 4.6108  0.1265
H 4.4138 2.5373 -3.8989  0.0213
H 2.0233 0.1045 -5.4094  0.1200
H 5.0736 -0.8915 -1.3574  0.0285
H -3.5500 -4.9443 2.4053  0.1321
H 5.1076 0.8749 -1.3040  0.0124
H 0.3909 3.5380 1.2859  0.1598
H 4.0960 -1.4224 -5.5327  0.0343

Calculated energy relative to the best compared isomer or geometry (same formula, charge and spin) in order - 0.0, 39.0 kcal/mol